No. 1
76
Properties=species:S:1:pos:R:3:forces:R:3 method="wB97M-V/def2-TZVPD" fmax_ha_per_bohr=0.0267 gap_ev=7.431 e_above_lowest_ev=0.307
Co 0.689 -0.074 -0.664 -1.05 0.41 0.78
S 1.706 -0.286 1.295 0.17 -0.02 -0.06
S 3.336 1.209 -1.838 -0.19 0.05 -0.07
P -1.203 -0.504 0.464 0.38 -0.28 0.07
O 3.549 1.867 -0.569 0.06 -0.02 0.00
O 3.113 2.078 -2.973 -0.01 0.02 0.00
O 2.268 0.151 -1.774 0.37 -0.11 0.09
N 0.586 1.837 -0.175 0.33 -0.08 -0.20
N 1.108 2.342 0.967 -0.10 -0.14 -0.03
N 2.233 1.815 2.862 0.17 0.00 -0.14
N -0.287 0.627 -2.268 0.14 -0.19 -0.02
C 3.303 1.074 3.523 -0.07 0.00 -0.02
C -2.215 2.711 2.721 0.01 0.00 0.02
C -5.207 -0.398 -0.538 0.01 0.02 0.00
C -5.250 -1.288 -1.598 0.00 -0.01 0.00
C -1.451 1.926 -4.405 0.01 0.01 0.01
C 0.203 2.652 -1.094 -0.10 -0.09 -0.07
C 0.412 4.123 -0.986 -0.03 -0.02 0.06
C -0.500 -4.941 1.241 0.01 0.01 -0.01
C 1.674 1.405 1.697 -0.05 0.09 0.03
C -2.873 -1.589 -1.433 -0.01 0.01 0.02
C -1.176 0.174 3.184 0.00 0.01 0.02
C -3.998 -0.099 0.080 -0.04 0.04 -0.09
C -0.716 -0.056 -3.323 0.05 -0.08 -0.03
C -1.458 -4.321 1.996 -0.01 0.03 -0.01
C -0.369 1.973 -2.270 0.00 0.10 0.05
C -1.869 2.325 4.009 -0.01 0.02 -0.01
C 0.279 -4.220 0.303 -0.02 -0.05 0.01
C -1.313 0.549 -4.414 0.02 0.02 0.01
C -0.964 2.647 -3.328 0.02 0.00 -0.06
C -1.698 -2.939 1.846 0.01 -0.02 0.04
C 1.261 -4.835 -0.512 -0.01 0.00 0.00
C 4.782 0.249 -2.177 0.01 -0.01 -0.03
C 0.062 -2.829 0.167 0.07 0.04 -0.04
C -0.939 -2.219 0.966 0.00 0.05 -0.02
C -1.349 1.060 4.238 0.00 -0.03 0.00
C 4.622 1.098 2.757 -0.04 0.03 -0.03
C 1.958 -4.084 -1.413 -0.02 0.03 -0.01
C -1.528 0.552 1.894 -0.04 0.04 -0.05
C -2.040 1.830 1.668 0.05 0.01 0.02
C 1.736 -2.689 -1.535 -0.06 -0.08 -0.05
C 0.815 -2.035 -0.758 -0.08 0.17 -0.30
C -2.821 -0.687 -0.369 0.05 0.10 -0.03
C -4.078 -1.888 -2.044 -0.01 0.02 -0.01
H -1.997 3.015 4.833 0.00 0.00 0.00
H 5.441 0.767 3.398 0.00 -0.04 -0.01
H 2.958 0.050 3.669 0.04 0.00 0.05
H -2.609 3.702 2.536 0.00 0.00 0.00
H -6.195 -1.526 -2.069 0.00 0.01 -0.01
H -1.967 -2.088 -1.752 0.02 -0.02 -0.02
H -0.743 -0.802 3.360 0.00 0.00 0.00
H -6.118 0.064 -0.179 0.00 0.00 0.00
H 2.328 -2.127 -2.246 0.03 0.02 0.03
H 4.841 2.107 2.404 0.03 0.01 0.06
H 0.020 4.666 -1.841 -0.01 0.00 0.01
H -1.651 -0.050 -5.247 0.00 -0.01 0.01
H -2.293 2.141 0.659 0.03 0.02 0.02
H 1.445 -5.898 -0.408 -0.01 0.00 -0.01
H -2.484 -2.461 2.420 0.00 0.00 -0.01
H -2.052 -4.892 2.699 0.01 0.00 0.01
H 4.596 -0.358 -3.059 0.02 0.00 -0.01
H 2.708 -4.553 -2.039 -0.01 -0.01 -0.01
H 3.427 1.519 4.510 -0.03 0.00 0.01
H -1.031 3.724 -3.312 -0.01 -0.01 -0.01
H 4.985 -0.375 -1.310 0.00 -0.02 -0.01
H -4.108 -2.600 -2.859 0.01 0.00 0.00
H 4.576 0.456 1.878 -0.03 0.01 -0.02
H -1.915 2.438 -5.237 0.00 0.01 0.01
H 2.312 2.821 2.907 -0.05 -0.01 0.00
H 1.489 4.296 -0.919 0.00 0.02 0.01
H 5.603 0.939 -2.357 0.01 0.00 0.02
H -0.032 4.506 -0.067 -0.01 0.01 0.00
H -1.066 0.763 5.239 0.00 0.00 0.00
H -0.550 -1.124 -3.291 -0.01 -0.03 0.04
H -3.982 0.589 0.914 -0.05 -0.07 0.00
H -0.330 -6.006 1.347 0.01 0.00 0.00

No. 2
81
Properties=species:S:1:pos:R:3:forces:R:3 method="wB97M-V/def2-TZVPD" charge=+1 fmax_ha_per_bohr=0.0397 gap_ev="5.607 / 5.528" multiplicity=2 e_above_lowest_ev=2.940
I -6.077 2.483 -4.653 -0.06 0.04 -0.22
Rh -2.548 -0.217 -0.398 -1.97 0.54 -0.03
S -1.414 2.050 0.331 0.50 -0.24 0.45
S -7.931 -4.883 -2.104 -0.10 -0.59 -0.61
F 3.382 3.121 -1.572 0.00 0.04 0.00
O -0.385 -0.094 -1.546 -0.06 0.38 -0.73
O -0.772 -4.085 -0.533 -0.07 0.16 0.03
O -1.931 -2.195 -0.320 1.06 -0.24 0.09
O -2.764 -0.142 1.863 -0.04 0.50 0.21
N -4.085 1.376 -1.045 0.64 -0.37 0.33
N 7.870 2.205 0.412 -0.13 0.03 -0.28
N 2.842 -2.201 -0.270 0.04 0.04 0.02
N -4.269 -1.317 -0.534 0.55 -0.18 -0.59
N 5.693 1.711 -0.715 0.07 -0.06 -0.07
N -2.304 0.883 2.591 -0.08 -0.37 -0.14
N -8.608 -3.710 0.130 -0.44 -0.08 0.07
C -6.192 -2.298 0.438 0.35 0.40 0.48
C -2.495 0.768 3.930 0.00 0.00 -0.16
C 3.864 -4.117 1.036 0.02 -0.12 0.07
C -1.265 2.966 2.932 0.03 0.02 -0.17
C -6.308 2.898 -1.662 -0.04 0.06 0.07
C -0.841 -2.863 -0.499 -0.37 0.05 0.12
C 5.836 3.161 -0.588 0.03 -0.22 0.07
C 3.009 -0.859 -0.594 0.10 -0.19 0.08
C -4.791 1.953 -0.077 -0.11 0.11 0.08
C -7.736 -3.855 -0.877 1.18 1.32 0.63
C 2.034 1.229 -1.292 -0.23 0.20 -0.07
C 4.259 -0.229 -0.509 0.02 -0.28 0.11
C 8.036 1.131 -0.641 0.03 0.14 0.17
C -2.095 1.736 4.803 -0.02 0.00 0.10
C -5.911 2.723 -0.345 0.02 0.00 0.06
C 3.991 -3.024 0.030 -0.16 0.14 -0.07
C -4.450 1.545 -2.310 0.07 -0.03 -0.06
C 4.662 -2.890 1.368 -0.01 0.07 0.10
C -4.534 -1.964 -1.671 -0.43 -0.29 -0.07
C 0.550 -0.738 -1.091 0.15 -0.02 0.18
C 1.589 -2.748 -0.300 0.21 -0.11 -0.01
C 4.401 1.107 -0.826 0.06 0.39 -0.04
C -1.668 1.954 2.030 -0.14 -0.17 -0.04
C -1.469 2.873 4.284 0.03 0.08 0.01
C 7.298 3.455 -0.208 0.06 -0.20 0.12
C -5.646 -2.779 -1.811 0.55 0.27 -0.45
C 0.454 -2.093 -0.624 0.18 0.20 0.08
C -6.494 -2.943 -0.740 -1.21 -0.93 -0.09
C -5.562 2.298 -2.661 0.11 -0.06 0.15
C 6.779 1.158 -1.517 -0.14 0.13 0.02
C 1.895 -0.117 -0.990 -0.27 -0.32 0.02
C -5.063 -1.488 0.507 -0.44 -0.11 0.36
C 3.261 1.819 -1.222 0.21 0.00 -0.04
H 5.120 -0.784 -0.154 -0.07 0.05 -0.04
H 4.391 -5.036 0.822 -0.01 0.02 0.02
H -4.435 1.783 0.933 -0.03 0.02 -0.05
H -2.989 -0.149 4.215 0.01 0.01 -0.01
H -3.831 -1.835 -2.480 0.07 0.02 -0.02
H -6.460 3.180 0.468 0.02 -0.03 -0.05
H -3.834 1.071 -3.066 -0.03 -0.01 0.04
H -9.471 -4.226 0.058 0.00 0.01 0.07
H 4.627 -3.212 -0.828 -0.02 -0.02 -0.04
H -2.274 1.604 5.862 0.02 0.03 -0.07
H -1.148 3.672 4.941 -0.01 -0.05 -0.06
H 5.166 3.515 0.191 -0.06 0.01 0.03
H -6.780 -2.422 1.337 0.06 0.00 0.00
H -0.784 3.830 2.496 0.00 -0.02 0.02
H 8.947 1.353 -1.192 0.03 0.01 -0.03
H -7.177 3.495 -1.906 0.02 -0.03 0.02
H 8.743 2.386 0.898 0.12 0.03 0.01
H 6.950 1.758 -2.419 0.01 0.00 -0.02
H -8.590 -2.913 0.742 0.02 -0.05 -0.04
H 7.924 3.676 -1.068 0.01 0.02 -0.04
H 5.741 -2.960 1.416 -0.02 -0.02 -0.02
H 1.517 -3.797 -0.049 0.02 0.01 0.00
H -4.771 -0.977 1.416 0.02 -0.02 -0.01
H 8.155 0.191 -0.108 -0.01 -0.05 0.00
H 4.211 -2.193 2.064 0.02 -0.02 -0.03
H 5.608 3.710 -1.501 -0.02 0.03 -0.10
H 1.157 1.797 -1.586 0.09 -0.08 0.03
H 6.543 0.151 -1.840 -0.06 -0.08 -0.01
H 2.918 -4.249 1.544 0.06 0.04 -0.04
H -5.844 -3.293 -2.742 0.03 0.02 0.02
H 7.384 4.268 0.506 -0.01 0.04 0.04
H 7.187 1.856 1.086 -0.07 -0.02 0.06

No. 3
74
Properties=species:S:1:pos:R:3:forces:R:3 method="wB97M-V/def2-TZVPD" fmax_ha_per_bohr=0.0543 gap_ev=7.858
S -0.387 -3.072 3.291 0.67 0.50 0.27
F -2.744 2.933 -4.230 0.31 -1.06 -0.06
F 4.533 3.721 -2.946 -0.10 -1.19 0.00
F 6.433 -0.601 -3.509 -1.17 0.72 -0.16
F -4.702 -1.319 -3.673 1.18 0.51 -0.15
O -1.397 2.164 -0.130 -0.35 -0.43 0.28
O -2.523 0.134 0.223 0.20 1.10 -0.11
C 1.556 -1.962 1.593 0.85 -0.23 -0.97
C 0.815 0.381 -1.499 1.24 -0.24 -0.71
C -0.124 -1.006 4.793 -0.25 -1.12 -0.20
C -3.065 3.683 0.650 -0.37 0.22 0.06
C 4.082 -0.400 -3.131 -0.36 0.37 0.22
C -0.737 -2.250 4.771 0.92 1.50 -0.68
C -3.594 -0.503 -3.555 -0.56 -0.13 0.19
C -1.549 1.261 -3.046 -0.33 -0.14 0.09
C 3.611 -1.307 0.480 -0.52 -0.39 0.18
C 0.735 -1.829 2.765 -1.21 1.18 1.59
C -3.663 0.750 -4.166 0.38 -0.17 0.54
C 0.735 -0.775 3.684 -0.26 -0.86 -0.66
C -2.621 1.617 -3.854 -0.22 0.35 0.18
C 3.154 1.801 -2.651 0.23 -0.27 -0.13
C 4.849 -3.000 -0.901 0.40 -0.12 -0.40
C 5.513 1.579 -3.282 -0.39 -0.04 0.10
C -2.328 2.398 0.967 -0.07 0.08 0.55
C 2.586 -1.015 1.365 -0.42 -0.51 -0.03
C -1.523 2.576 2.255 0.06 0.02 0.09
C 3.631 -2.548 -0.171 -0.31 -0.08 -0.06
C 4.393 2.353 -2.968 -0.02 0.19 0.06
C -0.547 -0.145 -1.215 -0.96 0.75 -0.83
C -1.523 -2.829 5.870 -0.55 -0.20 0.29
C -4.600 1.309 0.374 -0.31 0.11 -0.19
C 2.503 -3.386 -0.121 0.43 0.55 0.22
C 1.741 -0.219 -2.284 -1.16 -0.04 0.69
C -3.244 1.083 1.017 -0.31 0.01 0.08
C 5.318 0.199 -3.335 0.47 -0.12 0.22
C -3.466 0.402 2.369 0.11 0.12 0.41
C -1.532 0.005 -2.399 0.00 -0.09 -1.34
C 2.988 0.396 -2.700 1.45 0.72 -0.24
C 1.469 -3.095 0.753 -0.20 0.46 0.33
C -2.556 -0.909 -2.720 0.14 0.25 0.17
B -1.528 0.844 -0.418 1.12 -2.32 1.09
H 1.080 1.321 -1.013 -0.07 0.03 -0.31
H -1.416 -2.197 6.755 -0.05 -0.09 -0.08
H 1.355 0.117 3.587 -0.23 -0.31 -0.01
H -3.920 1.090 3.098 0.16 -0.17 -0.17
H -1.169 -3.831 6.123 -0.14 0.02 0.02
H 2.584 -0.077 1.926 0.11 -0.36 -0.21
H -4.499 1.749 -0.630 -0.12 -0.15 0.31
H 0.597 -3.760 0.811 0.44 0.24 0.12
H -0.966 1.668 2.523 -0.15 0.19 -0.09
H 1.610 -1.261 -2.590 -0.27 0.28 -0.16
H -5.128 0.350 0.283 0.19 0.23 0.00
H -4.172 -0.433 2.223 0.30 0.29 0.00
H -2.584 -2.872 5.612 -0.03 -0.18 0.13
H -3.780 3.904 1.458 0.08 -0.02 -0.31
H -4.516 1.064 -4.752 0.05 -0.06 0.07
H -0.515 -1.156 -0.797 -0.32 0.16 -0.08
H -0.792 2.001 -2.811 -0.12 0.03 -0.05
H -3.597 3.628 -0.311 0.17 0.05 0.38
H -0.291 -0.320 5.611 0.20 0.02 0.05
H -2.209 2.827 3.076 0.19 -0.15 -0.13
H 5.720 -3.102 -0.232 -0.34 0.06 -0.16
H 3.954 -1.472 -3.276 0.12 0.26 0.20
H -5.200 1.969 1.018 0.06 -0.11 -0.33
H -2.537 -0.018 2.790 -0.32 0.27 -0.19
H 5.119 -2.278 -1.679 0.15 -0.23 0.11
H 2.470 -4.286 -0.733 0.06 0.15 0.17
H -2.360 4.521 0.601 -0.04 -0.23 0.00
H 4.666 -3.979 -1.362 0.16 0.24 -0.01
H -0.811 3.409 2.163 -0.17 -0.23 -0.13
H 4.399 -0.579 0.326 0.13 -0.15 0.00
H 6.481 2.033 -3.467 -0.18 -0.12 0.04
H -2.577 -1.891 -2.256 -0.16 0.20 -0.03
H 2.310 2.443 -2.394 0.39 -0.12 -0.11

Going through the records in order, we get total energy values of -4242.037886 -3265.153170 -2250.348644 a.u..